[1]
The following is a DFT calculation (ωB97M-V with the def2-TZVPD basis set) of one molecule with the formula C4H9ClN4O4.

Each line ends with the Mulliken charge.
Element x y z (Å)
C1 -1.704 -2.952 -0.033  -0.453
C2 -0.868 3.533 -0.389  -0.462
C3 3.471 -0.547 0.673  -0.394
C4 1.750 -0.064 0.307  -0.434
N1 0.036 -1.500 0.276  -0.618
N2 0.556 1.800 0.072  -0.626
N3 0.854 -0.939 1.050  1.050
N4 1.567 1.356 0.669  1.048
O1 0.966 -1.050 2.270  -0.662
O2 2.346 1.928 1.423  -0.703
O3 -0.847 -2.342 0.907  -0.169
O4 0.292 3.126 0.305  -0.161
Cl1 4.259 -0.981 -0.809  -0.168
H1 -2.186 -2.201 -0.662  0.235
H2 -2.447 -3.484 0.555  0.255
H3 -1.153 -3.654 -0.665  0.242
H4 -0.828 3.207 -1.431  0.234
H5 -0.873 4.618 -0.332  0.248
H6 -1.767 3.128 0.084  0.250
H7 3.902 0.340 1.131  0.341
H8 3.393 -1.385 1.358  0.347
H9 1.577 -0.202 -0.760  0.600

Properties
E_LUMO = 0.0145 Eh
SMILES = CO/N=[N+](\[O-])C(CCl)/[N+]([O-])=N/OC
DFT total energy = -30957.649 eV
frontier orbital gap = 0.3634 hartree

[2]
The following is a DFT calculation (ωB97M-V with the def2-TZVPD basis set) of an isolated ion of composition C4H9ClNO and charge +1.

Each line ends with the Mulliken charge.
Element x y z (Å)
C1 -0.274 -0.274 -0.498  -0.778
C2 -1.548 -0.125 0.006  0.874
C3 -2.432 -1.220 -0.355  -0.887
C4 1.931 0.269 0.575  -0.284
N1 0.763 0.742 -0.308  -0.107
O1 3.037 1.097 0.279  -0.545
Cl1 -2.010 1.203 0.922  -0.176
H1 -0.108 -1.107 -1.169  0.258
H2 -2.790 -1.907 0.442  0.300
H3 -1.792 -1.854 -1.096  0.275
H4 -3.362 -0.719 -0.700  0.300
H5 1.717 0.168 1.615  0.348
H6 2.119 -0.734 0.283  0.319
H7 1.189 1.173 -1.143  0.370
H8 0.135 1.559 0.140  0.353
H9 3.426 1.731 1.007  0.380

Properties
E_LUMO = -0.1212 Eh
SMILES = C/C(Cl)=C/[NH2+]CO
DFT total energy = -20345.525 eV
frontier orbital gap = 0.3981 hartree
net charge = +1

[3]
The following is a DFT calculation (ωB97M-V with the def2-TZVPD basis set) of C4H9F3MoO5SSi as an isolated structure.

Each line ends with the Mulliken spin population.
Element x y z (Å)
Mo1 -0.411 -1.662 -0.284  2.174
O1 -1.007 -4.919 1.706  0.004
S1 -1.237 -3.961 0.691  -0.042
O2 -2.297 -4.133 -0.258  0.019
O3 0.075 -3.615 -0.112  -0.027
O4 -1.373 -2.493 1.243  0.049
F1 1.828 -1.445 -2.030  0.005
C1 0.607 -2.046 -2.165  -0.123
F2 0.816 -3.260 -2.643  -0.004
F3 -0.049 -1.337 -3.132  0.005
C2 -1.399 2.706 0.078  -0.002
Si1 0.142 1.722 0.395  -0.001
C3 0.563 1.582 2.197  0.001
C4 1.571 2.237 -0.671  0.001
O5 -0.242 0.117 -0.111  -0.055
H1 -1.241 3.744 0.381  0.000
H2 -2.248 2.321 0.645  0.000
H3 -1.663 2.705 -0.980  0.000
H4 0.773 2.572 2.609  0.000
H5 1.446 0.963 2.357  -0.001
H6 -0.264 1.154 2.766  -0.001
H7 1.917 3.235 -0.393  0.000
H8 1.283 2.262 -1.723  0.000
H9 2.411 1.549 -0.568  0.000

Properties
E_LUMO (spin up / spin down) = -0.0753 / -0.0843 Eh
multiplicity = 3
DFT total energy = -43253.623 eV
⟨S²⟩ = 2.015
frontier orbital gap (spin up / spin down) = 0.3109 / 0.3179 hartree

[4]
The following is a DFT calculation (ωB97M-V with the def2-TZVPD basis set) of C4H9F3OSi2 as an isolated structure.

Each line ends with the Mulliken charge.
Element x y z (Å)
F1 -2.148 -1.149 -2.124  -0.214
C1 -0.960 -1.590 -1.882  0.300
F2 -0.350 -2.057 -2.911  -0.233
C2 -0.475 -1.579 -0.663  0.437
F3 -1.328 -1.937 0.304  -0.304
C3 0.915 -1.222 -0.273  -0.698
C4 1.317 0.264 -0.485  -0.866
Si1 -0.038 1.593 -0.402  0.448
O1 -0.283 2.264 1.116  -0.221
Si2 -0.501 1.224 2.415  0.463
H1 1.584 -1.911 -0.790  0.446
H2 1.012 -1.461 0.783  0.337
H3 1.747 0.334 -1.484  0.399
H4 2.105 0.521 0.223  0.392
H5 -1.287 1.124 -1.031  -0.110
H6 0.429 2.706 -1.257  -0.195
H7 -1.773 1.590 3.069  -0.142
H8 0.597 1.474 3.367  -0.122
H9 -0.564 -0.189 2.025  -0.117

Properties
E_LUMO = 0.0285 Eh
DFT total energy = -30248.561 eV
frontier orbital gap = 0.3544 hartree

[5]
The following is a DFT calculation (ωB97M-V with the def2-TZVPD basis set) of a 2-piece molecular cluster, C4H9FN overall.

Each line ends with the Mulliken charge.
Element x y z (Å)
C1 -0.263 0.031 -0.449  1.107
C2 -1.668 -0.200 -0.824  -1.135
C3 0.771 -0.727 -1.182  -1.237
C4 1.128 0.688 1.629  -0.643
N1 0.117 0.512 0.654  0.032
F1 -1.442 1.062 1.841  -0.351
H1 -1.941 0.002 -1.941  0.391
H2 -2.333 0.475 -0.328  0.351
H3 -1.832 -1.236 -0.710  0.367
H4 0.723 -1.798 -1.160  0.382
H5 0.529 -0.399 -2.263  0.351
H6 1.795 -0.554 -0.961  0.409
H7 1.908 1.596 1.491  0.328
H8 1.728 -0.304 1.520  0.353
H9 0.779 0.852 2.683  0.295

Properties
E_LUMO (spin up / spin down) = -0.3002 / -0.3003 Eh
DFT total energy = -8488.917 eV
frontier orbital gap (spin up / spin down) = 0.3257 / 0.3256 hartree
net charge = +1

[6]
The following is a DFT calculation (ωB97M-V with the def2-TZVPD basis set) of a 2-piece molecular cluster, C4H9FN overall.

Each line ends with the Mulliken spin population.
Element x y z (Å)
C1 0.960 -1.648 -1.382  0.318
C2 1.503 -0.557 -1.927  0.429
C3 -1.331 -0.071 0.870  0.673
C4 -1.415 0.352 -0.486  -0.005
N1 -1.037 0.771 1.805  0.319
F1 -0.775 1.592 -0.686  0.014
H1 1.058 -2.665 -1.689  0.027
H2 0.118 -1.573 -0.640  0.071
H3 2.161 -0.520 -2.737  0.032
H4 -1.459 -1.050 1.246  0.006
H5 -0.778 -0.140 -1.283  0.042
H6 -2.389 0.417 -0.847  0.056
H7 1.486 0.380 -1.409  0.044
H8 -0.853 0.438 2.831  -0.015
H9 -0.697 1.771 1.774  -0.012

Properties
E_LUMO (spin up / spin down) = -0.2066 / -0.3649 Eh
multiplicity = 3
DFT total energy = -8487.419 eV
⟨S²⟩ = 2.006
frontier orbital gap (spin up / spin down) = 0.1453 / 0.1825 hartree
net charge = +1

[7]
The following is a DFT calculation (ωB97M-V with the def2-TZVPD basis set) of one molecule with the formula C4H9FN2S.

Each line ends with the Mulliken charge.
Element x y z (Å)
C1 -0.411 2.578 0.213  -1.515
C2 0.047 1.137 0.441  0.027
C3 1.526 1.120 0.801  -0.368
C4 -0.861 -1.440 -0.449  0.586
H1 -0.202 3.166 1.101  0.399
H2 0.115 3.016 -0.638  0.384
H3 -1.488 2.592 -0.004  0.371
H4 -0.522 0.677 1.251  0.477
H5 2.097 1.527 -0.022  0.311
H6 1.708 1.713 1.706  0.307
H7 0.519 -1.524 1.073  0.210
H8 -0.666 -2.782 1.020  0.304
H9 -1.903 -1.763 -1.968  0.247
N1 -0.446 -1.779 0.823  -0.491
N2 -1.591 -2.212 -1.134  -0.735
F1 1.966 -0.175 1.066  -0.319
S1 -0.306 0.158 -1.061  -0.195

Properties
E_LUMO = 0.0291 Eh
SMILES = [H]/N=C(/N)S[C@H](C)CF
DFT total energy = -20827.032 eV
frontier orbital gap = 0.3612 hartree

[8]
The following is a DFT calculation (ωB97M-V with the def2-TZVPD basis set) of C4H9FN3 as an isolated structure.

Each line ends with the Mulliken charge.
Element x y z (Å)
C1 -0.992 0.290 0.348  0.617
C2 1.144 0.874 0.235  -0.069
C3 -2.414 0.394 0.691  -1.122
C4 1.979 -1.419 -0.183  -0.159
N1 -0.254 -0.759 -0.026  -0.246
N2 1.060 -0.495 0.049  0.267
N3 -0.132 1.263 0.701  -0.015
F1 2.335 1.234 0.673  -0.220
H1 0.938 0.608 -2.165  -0.295
H2 -2.761 -0.559 0.490  0.375
H3 -3.003 0.954 -0.059  0.338
H4 -2.510 0.657 1.679  0.380
H5 1.117 0.343 -2.912  0.279
H6 2.996 -1.298 -0.157  0.283
H7 1.516 -2.465 -0.268  0.153
H8 -0.639 -1.662 -0.339  0.239
H9 -0.380 2.041 1.242  0.194

Properties
E_LUMO (spin up / spin down) = -0.1437 / -0.1437 Eh
DFT total energy = -11470.102 eV
frontier orbital gap (spin up / spin down) = 0.2834 / 0.2834 hartree
net charge = +1